1.
C26H27Br6N5O4 as an isolated structure in a non-equilibrium geometry, computed with ωB97M-V/def2-TZVPD.

Its net charge is 0. Its electronic energy is -463284.53735 eV. The gap between HOMO and LUMO comes out at 7.254 eV. As for the LUMO energy: -0.84 eV. The HOMO energy comes out at -8.0964 eV.

```
68
Properties=species:S:1:pos:R:3:forces:R:3
N 5.6952 -8.4227 4.7924 1.02 0.42 0.32
C 4.7770 -8.2333 3.8184 -2.16 1.77 1.70
C 3.7623 -7.4466 4.4674 0.51 -0.94 -2.29
C 4.1660 -7.1576 5.7622 -0.35 -0.09 0.93
C 5.3812 -7.7280 5.9633 1.41 -1.19 -1.03
H 6.5644 -8.9043 4.6115 -0.10 0.23 0.28
H 4.9408 -8.5413 2.7963 -0.23 -0.16 0.23
H 2.8364 -7.0604 4.0676 0.10 -0.29 -0.34
H 3.5304 -6.7295 6.5232 0.27 0.40 -0.11
H 6.1677 -7.6506 6.6994 -0.47 -0.15 0.32
N -9.4554 -0.9109 2.8608 1.17 1.34 0.65
C -9.1927 -1.9416 2.0589 -1.31 -3.11 -0.07
C -10.4451 -2.3346 1.5328 2.71 0.24 -1.72
C -11.2644 -1.2235 1.7227 -3.60 -2.33 -1.76
C -10.7072 -0.4616 2.6095 1.28 3.43 3.65
H -8.8775 -0.6071 3.6314 -0.02 0.14 -0.46
H -8.2375 -2.4452 2.0364 -0.12 0.01 0.17
H -10.6455 -3.1768 0.8871 0.18 0.13 -0.10
H -12.2671 -1.1129 1.3370 0.00 -0.02 0.10
H -11.0532 0.3312 3.2561 -0.30 0.18 -0.47
N 4.2279 4.6603 2.6909 -1.99 -1.37 -1.19
C 3.2026 4.5452 1.7392 0.53 -2.05 -1.49
C 2.6881 5.7592 1.3452 0.86 -0.73 2.45
C 3.3195 6.6002 2.2858 -0.14 2.16 0.92
C 4.1901 5.9170 3.1043 0.64 2.32 -0.16
H 4.8718 3.9647 3.0396 -0.56 -0.10 -0.26
H 2.9159 3.5770 1.3561 0.32 -0.12 0.01
H 1.8266 6.0396 0.7573 0.27 -0.42 -0.19
H 3.0459 7.6337 2.4391 0.25 0.11 -0.05
H 4.8808 6.2639 3.8586 -0.19 0.18 -0.04
C -1.4005 -0.7118 2.7898 -1.02 -0.86 -0.15
Br -1.8483 0.5458 1.4096 -0.01 0.11 0.48
Br -0.9635 -2.4305 1.7882 -0.42 1.19 1.41
Br -2.9457 -0.8285 4.2062 1.72 -0.13 -1.59
H -0.5277 -0.3670 3.3442 -0.26 -0.30 -0.15
C -0.6482 4.3056 7.7436 0.74 -0.13 -0.67
Br 0.2474 6.0014 8.2477 -0.74 -1.10 -0.23
Br 0.6535 2.8756 7.4790 0.24 0.25 -0.37
Br -1.7462 4.5403 6.0849 0.63 -0.18 1.50
H -1.1225 3.8018 8.5858 -0.87 1.15 -0.25
C -2.8146 -1.3016 -5.3145 -0.10 -0.79 0.59
C -3.7432 -0.3408 -4.9384 1.01 -0.74 -0.33
C -4.1224 0.5251 -5.9075 -0.91 1.48 -2.16
C -3.5146 0.5056 -7.1788 0.80 -0.80 0.56
C -2.5063 -0.4231 -7.4708 0.19 0.74 -1.28
C -2.1900 -1.3953 -6.5794 -1.01 -0.26 3.35
N -3.8828 1.5261 -8.1940 2.12 0.03 0.69
O -4.9935 1.9239 -8.1514 -2.68 0.58 0.01
O -3.0213 1.9996 -8.9171 0.28 -0.79 0.03
H -2.6651 -2.0445 -4.5451 0.64 -0.29 -0.11
H -4.1217 -0.2727 -3.9292 -0.16 -0.18 -0.07
H -4.9535 1.1976 -5.7539 0.12 0.33 0.02
H -1.9127 -0.4258 -8.3731 -0.44 0.48 -0.43
H -1.4747 -2.2029 -6.6293 0.14 0.21 -0.85
C 5.9380 3.2346 -4.2672 -3.52 0.74 -0.90
C 4.5663 2.8642 -4.1132 0.66 -0.26 0.16
C 4.1736 1.5756 -3.7663 0.03 0.26 -0.68
C 5.1513 0.5847 -3.6587 1.17 1.46 0.70
C 6.4973 0.9444 -3.8791 -1.31 -0.71 -0.13
C 6.8501 2.2613 -4.2532 1.73 -2.62 0.61
N 4.8179 -0.7394 -3.1038 -1.94 -1.87 0.39
O 3.6636 -1.0060 -2.7467 0.29 1.85 -0.59
O 5.6392 -1.6184 -3.0115 1.83 0.54 -0.48
H 6.0890 4.2385 -4.6357 0.52 0.08 0.26
H 3.7894 3.5766 -4.3483 0.03 0.20 0.26
H 3.1179 1.3507 -3.7309 0.03 -0.19 0.30
H 7.1925 0.1205 -3.8140 0.39 0.23 0.01
H 7.8870 2.4054 -4.5186 0.08 0.30 0.11
```
Positions in Å, forces in eV/Å.

2.
C3H5NO2 in the gas phase in a non-equilibrium geometry, computed with ωB97M-V/def2-TZVPD.

Its net charge is 0. Its electronic energy is -8774.16894 eV. The gap between HOMO and LUMO comes out at 10.185 eV. For the energy above the lowest of the compared OMol25 structures with the same formula, charge and spin, the calculation gives 81.31 kcal/mol. As for the LUMO energy: 0.87 eV. The HOMO energy comes out at -9.3161 eV.

```
11
Properties=species:S:1:pos:R:3:forces:R:3
C 0.6806 1.4611 -1.1907 0.00 0.16 -0.03
N 0.8351 0.0157 -1.1643 -0.13 -0.27 0.20
C 0.3523 -0.6597 -0.2298 0.29 -0.14 -0.54
O -0.2988 -0.0506 0.8354 -0.05 0.18 0.07
C -1.0358 -0.6525 1.7330 0.26 0.91 -0.06
O -1.2191 -1.9576 1.5238 -0.08 1.03 0.62
H 0.1792 1.7269 -2.1263 0.09 -0.03 0.12
H 1.6789 1.9077 -1.2211 -0.13 -0.06 -0.02
H 0.1228 1.8863 -0.3492 0.10 -0.12 -0.15
H 0.4349 -1.7399 -0.1626 0.02 0.11 -0.08
H -1.7301 -1.9374 2.3519 -0.38 -1.78 -0.13
```
Positions in Å, forces in eV/Å.

3.
A 2-piece molecular cluster, C5H14N2 overall, computed with ωB97M-V/def2-TZVPD.

Its net charge is 0. The SMILES is [H]/N=C/N.CC(C)C. Its electronic energy is -8392.27126 eV. The gap between HOMO and LUMO comes out at 10.576 eV. For the energy above the lowest of the compared OMol25 structures with the same formula, charge and spin, the calculation gives 8.02 kcal/mol. As for the LUMO energy: 0.93 eV. The HOMO energy comes out at -9.6456 eV.

```
21
Properties=species:S:1:pos:R:3:forces:R:3
H 1.1620 -2.6493 1.5286 0.16 -0.10 0.05
N 1.1979 -2.3947 0.5465 -0.41 0.01 0.37
C 0.0244 -2.4376 0.0638 0.33 0.00 -0.80
N -0.1657 -2.1991 -1.2916 0.11 0.26 0.09
H -0.8848 -2.7455 0.5778 -0.02 0.13 0.22
H -0.9529 -1.6217 -1.5384 -0.36 -0.18 0.12
H 0.6693 -1.8079 -1.7033 0.20 -0.10 -0.06
C -0.4994 2.2776 -1.0874 -0.06 -0.15 0.00
C -0.0169 1.3542 0.0242 0.28 -0.12 0.06
C 0.8986 2.1168 0.9916 -0.19 -0.19 -0.66
C -1.1868 0.7161 0.7438 -0.58 -0.29 0.26
H -1.0673 1.7271 -1.8390 -0.04 0.01 -0.04
H -1.1572 3.0445 -0.6738 0.00 0.09 -0.01
H 0.3339 2.7712 -1.5867 0.02 0.02 -0.02
H 0.5520 0.5243 -0.4078 0.17 0.14 -0.11
H 1.3879 1.4382 1.6831 -0.13 0.01 0.33
H 0.3052 2.8770 1.5000 0.15 0.02 0.27
H 1.6908 2.6135 0.4294 -0.01 0.10 0.02
H -1.7963 0.0857 0.0888 0.05 0.13 -0.21
H -0.8852 0.0539 1.5565 0.23 0.12 0.09
H -1.8731 1.4569 1.1631 0.10 0.11 0.03
```
Positions in Å, forces in eV/Å.

4.
C4H4O in the gas phase, computed with ωB97M-V/def2-TZVPD.

Its net charge is 0. The SMILES is C=C=CC=O. Its electronic energy is -6257.18342 eV. The gap between HOMO and LUMO comes out at 10.387 eV. For the energy above the lowest of the compared OMol25 structures with the same formula, charge and spin, the calculation gives 50.64 kcal/mol. As for the LUMO energy: 0.66 eV. The HOMO energy comes out at -9.7222 eV.

```
9
Properties=species:S:1:pos:R:3:forces:R:3
C -0.1752 -1.4789 -0.3656 0.30 -0.09 0.09
C 0.6913 -0.6115 0.1063 -0.31 -0.07 -0.23
C 0.9714 0.6162 0.4407 -0.29 -0.15 0.04
C -0.3907 1.2394 0.1019 -0.19 0.61 0.41
O -1.2564 1.4679 0.9101 0.74 0.16 -0.55
H -0.1997 -1.7470 -1.4159 0.13 -0.18 0.10
H -0.9293 -1.8850 0.3031 0.18 -0.20 -0.10
H 1.8328 1.0795 0.9189 -0.38 -0.20 -0.11
H -0.5440 1.3194 -0.9994 -0.19 0.11 0.34
```
Positions in Å, forces in eV/Å.

5.
BeH21O11 as an isolated structure in a non-equilibrium geometry, computed with ωB97M-V/def2-TZVPD.

Its net charge is +1. Its electronic energy is -23262.37532 eV. The gap between HOMO and LUMO comes out at 9.453 eV. For the energy above the lowest of the compared OMol25 structures with the same formula, charge and spin, the calculation gives 0.00 kcal/mol. As for the LUMO energy: -3.72 eV. The HOMO energy comes out at -13.1705 eV.

```
33
Properties=species:S:1:pos:R:3:forces:R:3
Be 0.7509 -1.4131 0.7025 -1.50 2.18 -0.98
O -0.3044 -0.3275 0.3004 0.66 -1.54 0.62
H -0.5759 0.4499 -0.1720 0.60 0.40 -0.21
O 0.4887 -0.7568 -2.8343 -0.36 1.46 -1.22
H -0.0337 0.1076 -2.9718 1.33 -2.04 0.11
H 0.9183 -0.9787 -3.7004 -0.76 0.49 0.99
O -2.0736 -2.0890 -1.8361 0.24 -0.16 -0.39
H -1.3488 -1.5034 -1.5288 -0.48 -0.72 -0.77
H -1.9245 -2.4245 -2.7539 0.25 0.79 1.30
O 1.8842 -0.8652 1.8476 0.33 -1.10 0.55
H 2.3978 -1.5581 2.2751 -0.17 -0.45 0.33
H 2.4962 -0.1325 1.9151 -0.22 1.18 -0.67
O -0.0180 -2.8096 1.2908 1.44 0.70 -1.29
H -0.4604 -3.1594 2.0337 -1.06 -0.16 1.57
H 0.3119 -3.5546 0.7953 -0.02 -0.67 -0.53
O 2.2505 0.7801 -0.8241 -1.95 -0.09 1.03
H 1.2933 1.0643 -0.6838 1.90 -0.24 0.23
H 2.3963 1.0452 -1.7147 0.52 0.40 -1.18
O 1.6161 -1.9999 -0.6143 1.29 -1.16 1.64
H 1.4678 -1.4309 -1.3847 -0.05 0.66 -0.60
H 2.5849 -2.0883 -0.4000 -1.32 0.41 -0.88
O -1.4194 2.4373 -0.7730 0.81 0.19 -0.67
H -1.5731 2.1519 0.1263 -0.39 0.08 0.36
H -1.7195 1.7426 -1.3475 -0.71 -0.30 -0.37
O -1.4284 2.3986 1.8442 -0.60 -0.02 2.63
H -1.0567 1.6938 2.4158 0.00 0.16 -0.70
H -1.9832 2.8647 2.5269 0.55 -0.15 -1.25
O -2.9769 0.0806 0.8712 0.27 -1.18 -0.71
H -2.0791 -0.1723 0.5575 -0.76 -0.11 0.56
H -2.8725 0.9443 1.2314 0.00 0.94 0.43
O 1.1639 2.8499 0.8812 1.20 -0.09 -0.17
H 1.5664 3.7258 0.7436 -0.64 -0.53 0.17
H 0.2609 2.9271 1.1805 -0.40 0.67 0.06
```
Positions in Å, forces in eV/Å.

6.
A 2-piece molecular cluster, C19H14BrF17O4 overall in a non-equilibrium geometry, computed with ωB97M-V/def2-TZVPD.

Its net charge is 0. The SMILES is O=C1C=C(C(F)(F)C(F)(F)C(F)(F)C(F)(F)C(F)(F)C(F)(F)C(F)(F)C(F)(F)F)C(=O)C=C1CCCBr.OCCO. Its electronic energy is -144342.79945 eV. The gap between HOMO and LUMO comes out at 7.423 eV. As for the LUMO energy: -2.36 eV. The HOMO energy comes out at -9.7819 eV.

```
55
Properties=species:S:1:pos:R:3:forces:R:3
O -3.0028 -3.2359 -1.5778 5.79 5.20 3.62
C -2.0222 -2.4393 -1.0879 -2.81 -3.37 -2.91
C -2.1550 -1.6016 0.3478 2.40 1.88 0.91
C -1.0704 -0.7180 0.8432 -1.33 -2.29 -2.25
C -1.0361 0.1303 2.2452 1.82 0.40 -2.10
F 0.1063 -0.4693 3.0334 -3.86 2.33 -1.95
F -0.7168 1.5538 1.8511 -0.85 -4.26 1.71
C -2.4464 0.1894 3.0710 -2.06 -1.79 -0.69
F -3.6227 0.5128 2.1772 4.09 -0.97 2.65
F -2.7166 -1.2246 3.5312 0.89 4.64 -1.12
C -2.5182 1.2939 4.2796 -3.43 1.24 -0.01
F -2.7444 2.6553 3.6635 1.25 -4.62 2.16
F -3.8079 1.0068 5.0142 4.29 0.79 -2.13
C -1.2790 1.2569 5.3501 0.36 -0.31 -0.40
F -1.0549 -0.1678 5.7092 -0.22 4.65 -1.43
F -0.1285 1.9284 4.7050 -3.23 -2.45 2.19
C -1.6265 2.0414 6.7439 -3.27 0.28 1.33
F -2.4072 1.0653 7.5937 2.90 3.27 -2.62
F -2.5810 3.1966 6.5451 3.36 -3.83 0.28
C -0.3443 2.6653 7.5512 -1.98 2.89 1.96
F 0.0784 3.9048 6.8604 -0.87 -4.41 2.09
F -0.9273 3.1523 8.8630 1.82 -1.69 -4.16
C 0.8264 1.6257 7.9703 1.01 -1.21 3.52
F 0.3034 0.2686 8.3835 1.39 4.72 -1.73
F 1.4504 2.1727 9.2345 -2.00 -1.60 -4.40
C 2.0393 1.3548 6.9362 4.63 -1.76 -1.77
F 3.2308 0.9529 7.7777 -4.17 1.40 -2.87
F 1.8408 0.1847 6.0085 0.20 4.35 3.35
F 2.5029 2.4842 6.1122 -2.11 -3.80 3.04
C 0.2973 -0.6147 -0.1068 4.95 2.79 0.69
O 1.3617 0.1700 0.2136 -7.03 -4.90 -1.70
C 0.4673 -1.5091 -1.4817 -3.38 -1.79 -0.13
C -0.6338 -2.3750 -1.9918 2.96 2.52 1.84
C -0.3721 -3.1836 -3.3937 -0.84 -0.35 -0.84
C -0.5966 -2.2476 -4.7568 -0.70 0.97 0.25
C 0.4091 -0.9554 -4.8376 1.10 -0.67 -0.72
Br -0.4273 0.7447 -4.0836 0.53 -1.23 -0.54
H -3.1449 -1.7205 0.9809 2.19 0.10 -1.66
H 1.4955 -1.4547 -2.0680 -2.39 0.11 1.68
H 0.7242 -3.6300 -3.4974 -2.30 1.08 0.78
H -1.1430 -4.0857 -3.4952 1.71 2.00 0.46
H -0.4714 -2.8688 -5.7514 -0.09 0.99 2.22
H -1.7140 -1.8316 -4.7599 2.45 -0.96 0.02
H 1.3988 -1.1087 -4.2182 -2.11 0.25 -1.18
H 0.7676 -0.6912 -5.9459 -1.07 -0.57 2.60
O 2.2435 -0.4087 -10.3980 -0.21 0.21 -0.05
C 3.3303 0.0895 -9.6159 -0.22 0.30 0.04
C 2.7981 0.5820 -8.2750 -0.07 -0.35 -0.10
O 2.1301 -0.4826 -7.6015 0.00 -0.33 -0.38
H 1.6998 0.3547 -10.6596 0.25 -0.44 0.08
H 4.0292 -0.7397 -9.4697 -0.17 0.10 -0.03
H 3.8332 0.8886 -10.1682 0.14 0.03 0.18
H 3.6086 0.9456 -7.6377 -0.12 -0.09 -0.01
H 2.0691 1.3849 -8.4203 0.17 0.25 -0.15
H 1.6692 -0.9925 -8.2968 0.25 0.32 0.34
```
Positions in Å, forces in eV/Å.

What is the gap between HOMO and LUMO in the fifth record?
9.453 eV

Which of these has the highest electronic energy?
C4H4O

Among the records above, which one has the highest gap between HOMO and LUMO?
C5H14N2

What is the formula in the second record?
C3H5NO2